Entry 1:
Density functional theory data (ωB97M-V/def2-TZVPD) for a 2-piece molecular cluster, C4H15N2O2 overall in a non-equilibrium geometry.

As for the expectation value of S²: 0.7542. The spin multiplicity is 2. The max |F| is 2.9 eV/A. As for the LUMO energy (alpha / beta): -7.084 / -12.006 eV. The orbital gap (alpha / beta) is 11.62 / 6.70 eV. For the HOMO energy (alpha / beta), the calculation gives -18.71 / -18.70 eV. For the relative energy (zero: lowest compared OMol25 entry of this formula, charge and spin), the calculation gives 126.8 kJ/mol. As for the net charge: +2.

Geometry as XYZ:
```
23
Properties=species:S:1:pos:R:3:forces:R:3:mulliken_charge:R:1
N 1.12503 -0.94642 -0.28198 -1.164 0.030 0.367 -0.3921
C 0.41527 0.02115 0.68983 0.252 -1.142 -0.969 0.0377
C 1.14650 1.34150 0.52877 1.178 0.135 0.421 -0.6132
O 2.52387 0.99067 0.67998 -0.451 0.184 0.065 -0.5364
C -1.12059 -0.02628 0.43765 0.646 0.541 1.290 -0.8129
N -1.60064 1.16417 -0.24123 -2.030 -1.387 -1.495 -0.0016
C -2.94389 1.69649 -0.02193 0.921 0.187 0.266 -0.7392
H 0.94754 -1.92835 -0.04883 0.214 -0.225 0.006 0.4507
H 2.14782 -0.83331 -0.21195 -0.125 0.313 -0.374 0.3508
H 0.74719 -0.86927 -1.23470 0.844 0.189 0.036 0.3315
H 0.66051 -0.43387 1.64321 -0.265 0.296 0.370 0.3654
H 0.88419 2.08321 1.28307 -0.446 -0.094 -0.054 0.4844
H 1.04522 1.78027 -0.46623 -0.352 -0.001 -0.095 0.3208
H 2.91125 1.51410 1.39210 0.214 -0.068 -0.095 0.3613
H -1.43103 -0.98033 -0.01627 0.029 0.437 -0.751 0.4186
H -1.65638 -0.07899 1.37527 0.104 0.264 0.523 0.5096
H -1.47605 1.17931 -1.26177 0.956 0.359 0.249 0.3683
H -3.15247 1.90932 1.01683 0.006 -0.105 0.329 0.3665
H -3.61014 0.88751 -0.37799 -0.128 0.127 -0.028 0.3849
H -3.04173 2.58327 -0.63749 -0.278 0.062 -0.116 0.3312
H 1.21244 -3.72007 -1.90269 0.335 0.041 -0.074 0.3372
H 2.35226 -4.04151 -0.95823 0.194 0.085 -0.075 0.3397
O 1.91383 -3.29258 -1.38543 -0.654 -0.226 0.205 -0.6631
```
Positions in Å, forces in eV/Å.


Entry 2:
Density functional theory data (ωB97M-V/def2-TZVPD) for C21H21BrF2N4O2V as an isolated structure.

As for the expectation value of S²: 3.8196. The spin multiplicity is 4. The max |F| is 0.3 eV/A. As for the LUMO energy (alpha / beta): 0.351 / -0.344 eV. The orbital gap (alpha / beta) is 6.59 / 7.76 eV. For the HOMO energy (alpha / beta), the calculation gives -6.24 / -8.10 eV. For the relative energy (zero: lowest compared OMol25 entry of this formula, charge and spin), the calculation gives 0.0 kJ/mol.

Geometry as XYZ:
```
52
Properties=species:S:1:pos:R:3:forces:R:3:mulliken_charge:R:1
V 0.46395 -0.27349 -1.83039 -0.011 -0.060 -0.083 0.5838
O -3.49810 -0.91120 -0.94269 0.066 -0.041 0.025 -0.7237
C -3.45393 -1.85681 0.03214 -0.060 0.052 -0.005 0.4863
C -4.65385 -2.27628 0.59949 0.002 -0.006 -0.002 -0.5582
C -4.65374 -3.23208 1.59976 0.013 -0.010 -0.002 -0.3414
C -3.45962 -3.78857 2.04188 -0.011 0.006 0.000 -0.7649
C -2.26873 -3.36771 1.47282 -0.014 -0.020 0.034 -0.5648
C -2.24301 -2.40128 0.47581 0.061 -0.005 -0.068 0.1720
C -0.91704 -1.92130 -0.07708 -0.042 0.002 0.031 0.5508
O -1.02741 -1.44060 -1.39384 -0.037 0.027 -0.010 -0.7998
N -0.39638 -0.88282 0.82160 0.032 -0.075 -0.113 -0.5650
N 0.61760 -0.17525 0.09350 -0.059 0.124 0.054 0.0083
C 1.43082 0.54902 0.88799 -0.078 -0.059 -0.072 -0.7689
C 2.42149 1.38643 0.40243 0.041 0.011 0.100 0.6006
Br 2.46180 1.50702 -1.53050 0.026 0.057 -0.006 -0.2607
C 3.36222 2.14810 1.05836 0.029 0.047 -0.118 -1.1475
C 3.70131 2.09997 2.46686 0.007 -0.021 0.138 0.8482
C 4.30295 3.23002 3.04415 -0.018 0.004 -0.065 -0.5413
C 4.65531 3.25446 4.37939 0.006 -0.029 0.061 -0.5043
C 4.42904 2.14274 5.18313 0.000 0.020 -0.024 -0.4375
C 3.86139 1.00630 4.62505 0.005 0.007 0.019 -0.5686
C 3.50352 0.97954 3.28716 -0.006 -0.001 -0.036 -0.4318
H -2.57954 -0.90208 -1.31936 -0.022 -0.005 0.003 0.3016
H -5.57476 -1.83857 0.23643 -0.001 -0.002 0.002 0.4047
H -5.59311 -3.55130 2.03347 -0.002 0.005 -0.003 0.3738
H -3.45947 -4.54068 2.81922 0.007 0.000 -0.001 0.3892
H -1.32853 -3.78889 1.81101 0.007 0.007 -0.010 0.4022
H -0.18618 -2.74018 -0.06131 -0.002 -0.013 0.060 0.3309
H -1.15299 -0.22874 1.01983 -0.010 0.025 -0.036 0.3306
H 1.25306 0.50425 1.95496 0.039 -0.005 0.008 0.6745
H 3.89705 2.88733 0.47483 -0.014 -0.016 -0.024 0.2896
H 4.48266 4.09987 2.42301 0.001 0.001 0.007 0.3284
H 5.11026 4.14194 4.80037 -0.001 0.007 -0.014 0.3640
H 4.70412 2.15871 6.22936 0.002 0.002 0.000 0.3728
H 3.70585 0.12677 5.23681 -0.006 -0.009 -0.015 0.3738
H 3.10863 0.06527 2.86594 0.000 0.004 -0.003 0.5807
F 2.96520 -1.27778 -3.16091 0.063 -0.075 0.002 -0.2603
C 1.72215 -1.62414 -2.72996 -0.106 0.101 -0.024 0.1489
F 0.82952 -1.26957 -3.82755 0.005 -0.024 0.099 -0.2747
H 1.67291 -2.71138 -2.65962 0.024 0.002 -0.038 0.2391
C -2.29143 -0.58776 -4.08858 -0.005 -0.079 -0.053 -1.2587
C -1.80728 0.76659 -3.71982 0.021 0.128 -0.032 0.3858
N -0.77592 1.08554 -2.95381 0.087 -0.173 0.218 0.5116
C -0.72892 2.46423 -2.88446 -0.106 0.139 -0.118 -0.5049
C -1.73544 2.98450 -3.62782 0.077 -0.047 0.084 -0.6539
N -2.40147 1.89835 -4.14906 -0.035 -0.015 -0.012 -0.0587
H -1.65298 -1.34917 -3.65361 0.012 -0.003 0.020 0.1218
H -2.29552 -0.70952 -5.17279 0.005 0.020 0.000 0.4473
H -3.30458 -0.74551 -3.71495 0.007 0.022 0.016 0.3675
H 0.01949 2.97949 -2.30999 0.017 -0.019 0.009 0.4138
H -2.03356 3.99831 -3.82141 -0.005 -0.003 -0.016 0.4033
H -3.20881 1.92792 -4.74723 -0.008 -0.005 0.013 0.1835
```
Positions in Å, forces in eV/Å.


Entry 3:
Density functional theory data (ωB97M-V/def2-TZVPD) for a 2-piece molecular cluster, C4H8N2 overall.

The spin multiplicity is 1. The max |F| is 0.7 eV/A. As for the LUMO energy: 0.983 eV. Its SMILES is C=C=N.C=NC. The orbital gap is 9.59 eV. For the HOMO energy, the calculation gives -8.61 eV. For the relative energy (zero: lowest compared OMol25 entry of this formula, charge and spin), the calculation gives 208.9 kJ/mol.

Geometry as XYZ:
```
14
Properties=species:S:1:pos:R:3:forces:R:3:mulliken_charge:R:1
C 0.69020 0.49424 2.34747 -0.062 -0.110 -0.185 -0.3249
N 0.46399 -0.05056 1.23036 0.115 0.216 0.402 -0.2988
C 1.50517 -0.02400 0.22024 0.113 0.010 -0.108 -0.8282
C -1.46230 -0.24887 -2.50805 -0.081 -0.017 0.088 -0.9236
C -1.80382 -0.32930 -1.24046 -0.117 -0.047 0.372 0.5347
N -2.17153 -0.41884 -0.07718 0.200 0.036 -0.706 -0.6133
H -0.09311 0.49297 3.10605 0.097 0.005 -0.085 0.2578
H -1.38283 -0.37879 0.58789 -0.031 -0.003 -0.051 0.5948
H 1.64198 0.98080 2.59904 -0.065 -0.088 -0.063 0.2285
H 1.15832 0.58578 -0.62063 0.054 -0.106 0.105 0.2648
H 1.65915 -1.03734 -0.16289 -0.023 0.142 0.070 0.2527
H 2.46068 0.37464 0.59296 -0.150 -0.038 -0.034 0.3510
H -1.23995 -1.15120 -3.06500 -0.040 0.106 0.088 0.2454
H -1.42595 0.71045 -3.00980 -0.010 -0.106 0.107 0.2593
```
Positions in Å, forces in eV/Å.


Entry 4:
Density functional theory data (ωB97M-V/def2-TZVPD) for C20H48CuF6NO22S8 as an isolated structure in a non-equilibrium geometry.

As for the expectation value of S²: 0.7513. The spin multiplicity is 2. The max |F| is 7.2 eV/A. As for the LUMO energy (alpha / beta): -1.841 / -5.577 eV. The orbital gap (alpha / beta) is 10.37 / 6.61 eV. For the HOMO energy (alpha / beta), the calculation gives -12.22 / -12.19 eV. For the relative energy (zero: lowest compared OMol25 entry of this formula, charge and spin), the calculation gives 426.5 kJ/mol. As for the net charge: +1.

Geometry as XYZ:
```
106
Properties=species:S:1:pos:R:3:forces:R:3:mulliken_charge:R:1
Cu -0.50507 1.21769 -0.07460 -0.345 0.138 0.007 1.9399
C -0.10557 5.39540 0.32854 -0.763 -1.434 0.485 0.6968
F -0.60442 5.06437 1.56789 0.989 0.465 -1.767 -0.1968
F -0.32703 6.63408 0.06027 -0.345 1.208 0.084 -0.2106
F 1.21289 5.17900 0.29525 -0.332 -0.177 0.434 -0.2300
S -0.86455 4.34525 -1.13771 1.443 1.156 -1.277 0.3951
O -1.67808 5.22443 -2.00937 1.128 -2.447 2.621 -0.5700
O 0.32578 3.79970 -1.75252 -0.728 -0.325 0.366 -0.4585
N -1.56768 3.03725 -0.22077 1.960 1.641 -1.750 0.2081
S -3.00432 3.62151 0.06909 -7.138 0.268 0.590 0.4670
O -3.12267 5.03701 0.51745 1.176 -2.929 -1.245 -0.6233
O -4.02382 3.13424 -0.94115 3.057 1.342 2.691 -0.6323
C -3.48144 2.61668 1.64769 1.210 -0.128 -1.154 0.7035
F -4.55236 3.12650 2.23384 0.485 -0.526 -0.336 -0.2216
F -3.71113 1.38655 1.11327 -0.314 0.729 1.471 -0.1154
F -2.46967 2.51125 2.56739 -1.272 0.372 -0.978 -0.2161
O -0.53158 -1.61844 -3.31836 0.942 2.951 0.345 -0.8043
S -0.21021 -0.17543 -3.36523 0.298 0.086 -0.756 0.9702
O -0.16372 0.65610 -2.15302 0.206 -1.233 -1.946 -0.6000
O 1.21639 0.11151 -4.20186 -0.980 -1.672 2.388 -0.1501
C 1.71639 -1.05155 -4.91056 0.725 -0.065 -1.409 -0.2825
C 3.20335 -0.90367 -5.25944 -1.089 0.881 0.322 -1.1339
C -1.20745 0.62648 -4.60713 -0.727 -0.164 0.319 -1.1841
H 1.10766 -1.06494 -5.81464 0.216 -0.171 -0.299 0.4694
H 1.64575 -2.05843 -4.49908 -0.727 0.475 1.016 0.2720
H 3.31990 -1.57068 -6.11362 0.651 0.075 0.139 0.4648
H 3.83843 -1.12152 -4.40077 -0.005 -0.401 -0.158 0.0784
H 3.41124 0.13485 -5.51700 0.079 -0.083 -0.425 0.2982
H -1.30768 -0.12489 -5.39039 0.076 0.159 -0.100 0.4664
H -0.75219 1.54979 -4.96539 0.275 -0.260 0.215 0.3273
H -2.19682 0.85536 -4.21108 0.097 -0.183 0.161 0.3361
O -0.62760 -1.85153 3.35735 -1.001 2.075 -1.886 -0.8420
S -1.51758 -0.78007 2.85551 -1.912 -1.979 3.248 0.6389
O -1.16772 0.30630 1.97272 0.164 -1.522 0.158 -0.0969
O -2.95912 -1.51495 2.29574 3.523 2.796 -0.949 -0.0289
C -3.59654 -2.43138 3.11915 -1.147 -1.402 -0.957 -0.2718
C -4.65451 -3.06042 2.20592 -0.364 -1.035 1.405 -1.2091
C -2.28758 -0.00515 4.31666 0.673 0.604 -1.232 -1.3404
H -4.13637 -1.96753 3.94470 0.462 0.128 0.248 0.3326
H -2.90803 -3.23070 3.39325 0.011 0.172 0.569 0.2637
H -5.23312 -3.64075 2.92463 -0.510 -0.109 -0.046 0.5530
H -4.26163 -3.84950 1.56476 0.195 0.490 -0.422 0.3812
H -5.34857 -2.37173 1.72415 0.444 0.077 -0.064 0.0644
H -1.65558 0.80767 4.67443 0.267 -0.111 -0.115 0.3591
H -2.51981 -0.68347 5.13768 -0.125 -0.125 -0.516 0.4279
H -3.10621 0.46549 3.77220 -0.495 -0.049 0.776 0.4219
O 1.67502 1.66188 -0.35424 0.926 -0.409 -0.026 -0.0399
S 3.01806 1.49170 -0.85591 1.801 -0.865 -1.682 0.6247
O 4.19915 1.69078 -0.00361 -2.463 -0.417 -0.868 -0.7234
O 3.13562 -0.01132 -1.61174 0.577 1.597 1.688 0.4656
C 4.39927 -0.70149 -1.35711 0.364 -0.787 -0.541 0.1272
C 5.72157 -0.09600 -1.85100 0.133 0.174 0.561 -1.5199
C 3.23581 2.45567 -2.36159 -0.474 0.634 1.538 -1.1411
H 4.30388 -1.62238 -1.93241 -0.410 0.148 -0.121 0.0815
H 4.42872 -1.07225 -0.33253 0.093 0.574 0.208 0.0993
H 6.13277 0.76797 -1.32892 -0.752 0.395 -0.081 0.3221
H 5.71156 0.06680 -2.92873 -0.003 0.043 0.040 0.2924
H 6.51863 -0.80125 -1.61553 -0.196 -0.587 -0.312 0.4771
H 2.35059 2.37513 -2.99246 0.316 -0.487 -0.108 0.1239
H 4.22314 2.21673 -2.75679 -0.354 -0.105 -0.173 0.4646
H 3.21655 3.47199 -1.96810 0.204 0.219 -0.157 0.4803
O 0.52984 2.46102 1.79831 0.491 -0.059 1.084 -0.5528
S 1.06140 2.43545 3.14108 0.449 -1.516 1.615 1.0845
O 0.24038 2.76461 4.28803 0.573 -0.041 -1.257 -0.7926
O 1.57965 0.85894 3.40055 -0.978 1.420 -0.541 0.2217
C 1.84734 0.37723 4.73109 1.622 -0.400 0.607 -0.5643
C 3.29361 -0.15571 4.77567 -0.669 -0.074 -0.018 -1.0718
C 2.65238 3.33732 3.27711 -1.120 -0.086 -0.696 -0.9844
H 1.25693 -0.49093 5.02401 -0.703 0.076 -0.843 0.2638
H 1.68956 1.06458 5.56221 -0.143 0.671 -0.528 0.5013
H 4.10424 0.57252 4.80158 -0.241 0.179 0.133 0.3089
H 3.46527 -0.79292 3.90815 0.001 -0.101 0.053 0.1356
H 3.29907 -0.77675 5.67142 0.530 -0.033 0.032 0.4069
H 3.36790 2.70240 3.79960 -0.229 0.202 0.085 0.2441
H 2.39024 4.26770 3.78087 0.207 -0.165 0.191 0.4579
H 2.99245 3.56843 2.26763 0.016 -0.207 0.026 0.2143
O 0.51543 -0.89903 0.05114 1.387 -2.164 0.331 0.1538
S 0.92471 -2.28251 0.35492 0.530 -0.050 -0.599 0.3599
O -0.13284 -3.24251 0.54340 0.790 0.467 -0.240 -0.6515
O 1.95781 -2.82503 -0.88424 -2.508 3.007 2.320 0.0808
C 2.35765 -4.18311 -0.87060 0.720 0.248 -0.836 -0.3183
C 3.85128 -4.13014 -1.12978 -0.688 -1.399 0.183 -1.1712
C 2.08971 -2.34058 1.78618 0.004 0.954 -0.921 -0.6627
H 1.91527 -4.55414 -1.79513 -0.402 -0.848 0.535 0.2967
H 2.08118 -4.70332 0.04648 -0.192 -0.088 -0.216 0.4763
H 3.96145 -3.81021 -2.16594 0.527 0.339 0.283 0.2493
H 4.13515 -5.18160 -1.08564 0.600 0.000 -0.045 0.5014
H 4.38604 -3.56505 -0.36636 0.085 0.071 -0.326 0.2339
H 2.94159 -1.72611 1.49494 -0.018 0.060 -0.222 0.0823
H 2.46592 -3.34178 1.99633 -0.548 -0.062 -0.126 0.5780
H 1.63664 -1.83789 2.64066 -0.366 -0.391 -0.145 0.0255
O -3.40488 -0.32484 -2.59063 -0.023 -0.376 1.150 -0.6618
S -3.21845 -0.76443 -1.22705 0.006 -0.333 1.135 1.0783
O -2.16318 -0.09405 -0.42655 -2.326 -0.841 -0.986 0.1630
O -4.65952 -0.75334 -0.39571 2.764 0.445 -0.169 -0.0949
C -5.86726 -1.26666 -1.00859 0.180 1.299 -1.379 -0.1502
C -6.59827 -0.10019 -1.64557 -0.888 0.785 -0.081 -1.3063
C -2.85760 -2.54564 -1.14765 -0.388 1.324 -0.508 -0.6431
H -6.46019 -1.66721 -0.18634 0.268 -0.371 -0.230 0.3251
H -5.60051 -1.96753 -1.79963 -0.150 -0.472 0.368 0.3382
H -6.02928 0.59988 -2.25733 0.710 -0.390 0.207 0.2733
H -7.05865 0.52050 -0.87688 -0.024 -0.038 0.089 0.3354
H -7.39557 -0.39296 -2.32872 -0.151 -0.504 0.230 0.4078
H -1.82511 -2.67513 -1.47214 -0.158 -0.022 0.061 0.0934
H -3.56453 -2.91002 -1.89303 0.154 -0.513 0.160 0.6126
H -3.05466 -2.89099 -0.13276 0.105 0.108 -0.201 -0.1296
```
Positions in Å, forces in eV/Å.